[1]
Here is a molecular structure, C28H49AlBeCl3CsF10Li2N3O11S at a distorted geometry from the OMol25 dataset. Energies are from wB97M-V/def2-TZVPD.

Its spin multiplicity is 1. For the molar mass, the calculation gives 1114.90 g/mol. The charge is +1. As for the HOMO energy: -8.7 eV. The frontier orbital gap is 0.741 eV.

Atoms and positions in Å:
Cs (-0.096, -3.871, 2.261)
Cl (-0.287, -2.072, 3.844)
Cl (1.970, 0.602, -1.483)
Cl (-1.804, -10.766, -7.651)
S (7.288, 2.216, 7.856)
Al (-0.005, -5.145, -3.349)
F (1.641, -5.107, -2.618)
F (-1.176, 0.191, -2.108)
F (8.214, 1.742, 10.365)
F (-0.438, -3.499, -3.937)
F (-0.022, -6.300, -4.730)
F (7.048, 0.090, 9.529)
F (6.036, 1.893, 10.244)
F (-1.200, -5.673, -2.109)
F (-1.811, -2.043, -1.450)
F (0.474, -1.371, -1.276)
O (8.511, 1.646, 7.275)
O (-2.120, -4.600, 2.324)
O (-0.921, -1.357, 1.345)
O (0.772, 7.592, -6.379)
O (3.434, 0.953, 5.933)
O (6.069, 1.815, 7.141)
O (4.181, 4.118, 2.233)
O (7.376, 3.666, 8.077)
O (1.182, -9.296, -9.975)
O (-0.193, -6.119, 2.805)
O (-0.028, -7.506, -9.225)
N (0.228, 0.943, 2.204)
N (-2.251, 0.699, 5.291)
N (4.193, 1.994, 3.430)
C (-3.112, 1.971, 5.142)
C (0.522, -8.750, -9.106)
C (-3.867, -3.688, 3.897)
C (-1.633, 5.277, -4.197)
C (-1.355, -0.990, 2.736)
C (0.236, -9.314, -7.748)
C (-0.913, -0.876, -1.115)
C (-0.155, 3.254, -0.830)
C (-2.950, -1.333, 2.800)
C (-1.220, -5.741, 1.999)
C (-0.886, 0.974, 4.624)
C (-0.382, 7.385, -5.474)
C (-1.006, 0.623, 3.015)
C (-0.993, 2.354, 0.304)
C (-3.477, -2.081, 4.153)
C (-0.226, 0.971, 0.732)
C (3.566, 2.948, 2.436)
C (0.936, 2.226, 2.575)
C (2.193, 2.612, 1.542)
C (7.142, 1.458, 9.558)
C (-0.761, 5.786, -5.494)
C (-0.900, -8.442, -7.275)
C (-0.634, -7.141, -7.986)
C (-1.241, -0.280, 0.397)
C (0.319, 7.883, -7.762)
C (-2.559, -4.660, 3.737)
C (-1.301, 3.845, -1.894)
C (-0.639, 4.948, -2.926)
Be (0.251, 5.816, -9.356)
Li (1.789, -2.861, -2.035)
Li (-0.972, 2.145, 6.564)
H (-1.301, -6.362, 0.984)
H (-1.557, -6.585, -8.177)
H (-0.024, 7.688, -4.394)
H (0.237, 3.165, 2.682)
H (-3.193, -2.066, 1.889)
H (0.059, -6.499, -7.433)
H (1.983, 3.602, 0.929)
H (-1.286, 8.094, -5.779)
H (-1.853, -8.864, -7.616)
H (0.001, 0.421, 5.170)
H (-2.213, 4.303, -4.489)
H (1.124, -9.202, -7.119)
H (-1.983, 1.199, 2.642)
H (-0.695, 7.331, -7.993)
H (0.161, 9.049, -7.928)
H (-2.412, 6.115, -3.931)
H (-0.699, 2.136, 4.826)
H (-2.379, -0.009, 0.411)
H (-3.541, -0.331, 2.538)
H (-2.067, 4.457, -1.217)
H (-2.988, 2.650, 6.115)
H (0.694, 0.850, -0.018)
H (-0.063, -10.363, -7.812)
H (2.503, 1.698, 0.854)
H (-1.356, 5.562, -6.481)
H (1.465, 2.104, 3.639)
H (-4.470, -4.009, 4.874)
H (0.414, 4.545, -3.285)
H (4.569, 2.616, 4.202)
H (1.165, 7.566, -8.534)
H (-0.947, -8.337, -6.188)
H (-2.740, 2.651, 4.234)
H (-4.622, -3.775, 3.003)
H (0.649, 2.595, -1.369)
H (-1.845, 2.954, -2.441)
H (-1.699, -4.471, 4.514)
H (-2.926, -5.776, 3.918)
H (0.250, 5.173, -5.571)
H (-4.240, 1.737, 4.931)
H (-4.527, -1.576, 4.420)
H (0.266, 4.195, -0.276)
H (-1.989, 2.026, -0.266)
H (-1.366, 3.013, 1.213)
H (4.349, 0.871, 6.135)
H (-2.143, 0.581, 6.323)
H (3.499, 1.330, 3.838)
H (-0.413, 5.956, -2.335)
H (-2.813, -1.923, 5.110)
H (0.926, 0.160, 2.386)

***

[2]
Here is a molecular structure, C28H49N2O2P3Tl at a distorted geometry from the OMol25 dataset. Energies are from wB97M-V/def2-TZVPD.

Its spin multiplicity is 1. For the molar mass, the calculation gives 743.02 g/mol. The charge is +3. As for the HOMO energy (alpha / beta): -15.0 / -15.0 eV. The frontier orbital gap (alpha / beta) is 6.041 / 3.848 eV.

Atoms and positions in Å:
Tl (-1.255, 0.533, -0.673)
P (2.418, -1.514, 0.732)
P (1.523, 2.187, -0.978)
P (-1.074, -2.512, -1.150)
O (-0.251, 0.686, 2.331)
O (-1.723, 1.401, -2.818)
N (-0.691, 0.613, 4.608)
N (-1.757, 0.797, 5.406)
C (-1.046, 0.160, -6.649)
C (0.559, 0.125, 5.083)
C (-4.127, 1.485, 5.305)
C (-0.237, 0.280, -4.364)
C (0.853, 3.373, -2.230)
C (-2.300, 0.650, -6.257)
C (2.866, 0.527, 5.573)
C (1.861, 3.372, 0.385)
C (1.643, 0.998, 5.105)
C (-1.751, 1.398, -9.447)
C (-1.055, 0.818, 3.272)
C (0.660, -1.208, 5.503)
C (-2.548, 0.975, -4.937)
C (-2.445, 1.184, 3.349)
C (-0.019, -0.022, -5.704)
C (1.401, -2.499, 1.829)
C (3.219, 1.971, -1.656)
C (-2.864, 2.019, -9.066)
C (3.034, -0.133, 1.705)
C (1.894, -1.670, 5.939)
C (3.747, -2.493, 0.070)
C (-1.494, 0.873, -3.984)
C (0.102, -3.727, -1.877)
C (-2.824, 1.167, 4.664)
C (-1.914, -3.575, 0.104)
C (-2.379, -2.494, -2.457)
C (3.001, -0.808, 5.981)
C (-1.642, 0.701, 6.844)
H (1.678, 2.852, 1.336)
H (-4.511, 0.640, 5.897)
H (-2.734, -4.147, -0.359)
H (-4.056, 2.356, 5.977)
H (-1.404, -0.315, 7.164)
H (-0.237, 3.444, -2.101)
H (-1.198, -4.266, 0.575)
H (3.656, 2.961, -1.842)
H (1.498, 2.020, 4.756)
H (-3.009, -1.602, -2.321)
H (3.604, -0.495, 2.576)
H (-1.740, 0.319, -9.664)
H (1.288, -1.991, 2.796)
H (1.324, 4.360, -2.100)
H (-2.997, -3.401, -2.378)
H (4.354, -1.881, -0.605)
H (-0.863, 1.359, 7.237)
H (-2.886, 3.098, -8.863)
H (2.901, 3.735, 0.364)
H (-4.860, 1.715, 4.521)
H (0.396, -2.642, 1.405)
H (3.690, 0.516, 1.106)
H (0.763, -4.145, -1.103)
H (4.371, -2.859, 0.892)
H (-1.919, -2.439, -3.455)
H (-3.483, 1.388, -4.560)
H (3.846, 1.412, -0.949)
H (-3.063, 1.417, 2.492)
H (3.965, -1.174, 6.335)
H (1.176, 4.229, 0.321)
H (-2.330, -2.918, 0.885)
H (-2.587, 0.988, 7.301)
H (1.860, -3.478, 2.020)
H (-0.870, -0.041, -7.707)
H (3.723, 1.208, 5.611)
H (0.538, 0.142, -3.596)
H (1.706, -1.045, -0.414)
H (-3.092, 0.831, -6.994)
H (1.049, 2.994, -3.242)
H (-0.223, -1.842, 5.460)
H (3.341, -3.342, -0.493)
H (-0.796, 1.932, -9.570)
H (2.186, 0.466, 2.071)
H (-0.472, -4.535, -2.352)
H (1.992, -2.713, 6.253)
H (0.721, -3.230, -2.637)
H (0.961, -0.399, -6.037)
H (3.172, 1.411, -2.600)
H (-3.811, 1.471, -8.947)

***

Q: Number 2 is which compound?
A: C28H49N2O2P3Tl